Entry from the Open Molecules 2025 dataset: C23H37N2OSc as an isolated structure at a distorted geometry (ωB97M-V/def2-TZVPD).

Positions of all 64 atoms, in Å:
C (-2.350, -2.282, -1.110)
H (-2.939, -2.490, -0.206)
H (-2.909, -1.772, -1.948)
H (-0.880, -1.375, 0.655)
C (-1.564, -3.588, -1.446)
H (-0.923, -3.483, -2.350)
H (-0.849, -3.843, -0.615)
C (-2.569, -4.756, -1.607)
H (-2.078, -5.659, -1.980)
H (-3.038, -4.969, -0.645)
H (-3.344, -4.437, -2.302)
C (-0.088, 1.239, -2.290)
C (-0.080, 0.137, -3.201)
C (-1.446, -0.276, -3.401)
C (-2.272, 0.543, -2.548)
C (-1.423, 1.485, -1.893)
C (-1.873, 2.618, -1.053)
C (-3.759, 0.537, -2.533)
C (-1.938, -1.260, -4.409)
C (1.108, -0.400, -3.917)
C (1.093, 2.036, -1.886)
Sc (-0.916, -1.281, -1.230)
H (-4.144, 1.057, -1.653)
H (-4.160, 1.047, -3.420)
H (-4.180, -0.473, -2.536)
H (-2.900, 2.474, -0.710)
H (-1.237, 2.738, -0.170)
H (-1.838, 3.562, -1.616)
H (2.016, 1.487, -2.088)
H (1.141, 2.985, -2.435)
H (1.072, 2.270, -0.819)
H (0.932, -1.418, -4.267)
H (1.361, 0.212, -4.790)
H (1.980, -0.416, -3.262)
H (-2.725, -1.908, -4.015)
H (-2.361, -0.746, -5.281)
H (-1.127, -1.898, -4.769)
C (5.293, 1.685, 2.623)
C (4.371, 1.298, 3.759)
N (3.078, 0.785, 3.288)
C (2.602, -0.484, 3.884)
C (1.676, -0.323, 5.075)
C (2.232, 1.717, 2.733)
O (2.571, 2.857, 2.496)
C (0.847, 1.255, 2.388)
C (-0.277, 1.793, 3.024)
C (-1.545, 1.380, 2.627)
C (-1.658, 0.527, 1.537)
N (-0.551, 0.083, 0.878)
C (0.699, 0.402, 1.308)
H (5.489, 0.821, 1.982)
H (6.240, 2.031, 3.044)
H (4.846, 2.490, 2.036)
H (4.811, 0.501, 4.365)
H (4.186, 2.181, 4.390)
H (2.105, -1.067, 3.096)
H (3.511, -1.021, 4.182)
H (0.713, 0.105, 4.781)
H (1.495, -1.309, 5.512)
H (2.134, 0.313, 5.841)
H (-0.132, 2.505, 3.827)
H (-2.453, 1.707, 3.129)
H (-2.616, 0.128, 1.175)
H (1.541, -0.055, 0.763)

Computed properties:
- Spin multiplicity: 1
- ΔE to the lowest compared entry with this formula, charge and spin: 134.5 kcal per mole
- Net charge: +2
- Kohn-Sham gap (spin up / spin down): 0.1801 / 0.1803 hartree
- Molecular weight: 402.5 g mol⁻¹
- Lowest unoccupied orbital energy (spin up / spin down): -9.370 / -9.370 eV



Entry from the Open Molecules 2025 dataset: C23H37N3O2PPdS2 as an isolated structure at a distorted geometry (ωB97M-V/def2-TZVPD).

Positions of all 69 atoms, in Å:
Pd (0.227, -0.619, 0.065)
N (2.595, -1.636, -0.588)
C (2.802, -2.978, -0.018)
C (1.583, -3.846, -0.335)
C (0.394, -2.935, -0.136)
O (-0.009, -2.676, 1.027)
O (-0.108, -2.380, -1.167)
H (2.512, -1.704, -1.599)
H (3.391, -1.041, -0.387)
H (2.902, -2.868, 1.063)
H (3.708, -3.458, -0.398)
H (1.540, -4.699, 0.339)
H (1.599, -4.186, -1.371)
C (-2.854, -3.840, 0.248)
S (-3.134, -2.140, -0.291)
C (-3.348, -2.459, -2.062)
H (-3.805, -4.358, 0.343)
H (-2.340, -3.804, 1.204)
H (-2.224, -4.343, -0.485)
H (-2.384, -2.746, -2.479)
H (-3.709, -1.549, -2.533)
H (-4.081, -3.251, -2.203)
C (-1.972, 1.291, -1.426)
N (-3.163, 1.273, -0.599)
C (-4.420, 1.180, -1.334)
C (-3.085, 1.034, 0.724)
S (-1.632, 0.612, 1.523)
N (-4.195, 1.177, 1.469)
C (-4.265, 0.619, 2.812)
C (-5.186, 2.217, 1.214)
H (-1.217, 1.931, -0.972)
H (-2.224, 1.693, -2.405)
H (-1.560, 0.278, -1.550)
H (-4.246, 0.648, -2.267)
H (-4.816, 2.166, -1.585)
H (-5.162, 0.626, -0.764)
H (-3.764, -0.344, 2.843)
H (-5.314, 0.481, 3.071)
H (-3.806, 1.281, 3.551)
H (-4.870, 2.872, 0.408)
H (-5.288, 2.821, 2.117)
H (-6.162, 1.790, 0.976)
C (1.085, 2.971, 0.739)
P (1.571, 1.278, 0.254)
C (2.454, 1.512, -1.331)
C (3.603, 2.280, -1.498)
C (4.186, 2.398, -2.751)
C (3.619, 1.775, -3.852)
C (2.468, 1.015, -3.699)
C (1.892, 0.883, -2.446)
C (2.760, 0.867, 1.587)
C (3.848, 1.678, 1.908)
C (4.683, 1.343, 2.962)
C (4.431, 0.212, 3.722)
C (3.342, -0.593, 3.425)
C (2.512, -0.270, 2.362)
H (1.968, 3.602, 0.839)
H (0.567, 2.915, 1.696)
H (0.417, 3.405, -0.005)
H (4.058, 2.785, -0.658)
H (5.092, 2.978, -2.862)
H (4.069, 1.879, -4.830)
H (2.031, 0.517, -4.554)
H (0.999, 0.278, -2.322)
H (4.049, 2.576, 1.340)
H (5.526, 1.980, 3.197)
H (5.076, -0.036, 4.554)
H (3.128, -1.463, 4.030)
H (1.654, -0.895, 2.151)

Computed properties:
- Spin multiplicity: 3
- Net charge: +1
- Kohn-Sham gap (spin up / spin down): 0.3077 / 0.2114 hartree
- Molecular weight: 589.1 g mol⁻¹
- Lowest unoccupied orbital energy (spin up / spin down): -1.969 / -4.579 eV



Entry from the Open Molecules 2025 dataset: C23H37N5O2SY as an isolated structure (ωB97M-V/def2-TZVPD).

Positions of all 69 atoms, in Å:
Y (0.995, -0.363, -0.878)
C (2.759, 1.621, -0.873)
C (3.140, 0.788, -1.950)
C (2.138, 0.868, -2.938)
C (1.132, 1.743, -2.469)
C (1.523, 2.214, -1.197)
H (3.328, 1.790, 0.029)
H (4.064, 0.233, -2.023)
H (2.150, 0.359, -3.891)
H (0.240, 2.037, -3.004)
H (0.972, 2.905, -0.577)
N (2.632, -2.280, -1.047)
C (2.138, -3.540, -0.452)
C (0.679, -3.745, -0.810)
N (-0.111, -2.609, -0.314)
H (2.843, -2.412, -2.033)
H (3.504, -2.003, -0.606)
H (2.242, -3.453, 0.631)
H (2.726, -4.402, -0.772)
H (0.337, -4.705, -0.415)
H (0.570, -3.778, -1.897)
H (-0.153, -2.616, 0.702)
H (-1.063, -2.650, -0.659)
C (0.965, 3.733, 3.171)
C (1.084, 2.484, 4.029)
N (1.730, 1.383, 3.301)
C (3.177, 1.259, 3.488)
C (3.524, 0.374, 4.674)
C (1.017, 0.580, 2.522)
S (1.802, -0.765, 1.738)
N (-0.308, 0.807, 2.503)
C (-1.095, 0.604, 1.479)
O (-0.718, 0.394, 0.276)
C (-2.559, 0.685, 1.734)
C (-3.422, 1.024, 0.696)
C (-4.786, 1.108, 0.923)
C (-5.296, 0.835, 2.185)
C (-4.438, 0.494, 3.223)
C (-3.072, 0.431, 3.002)
H (0.533, 4.549, 3.749)
H (0.320, 3.542, 2.314)
H (1.942, 4.058, 2.808)
H (0.104, 2.148, 4.356)
H (1.695, 2.675, 4.911)
H (3.558, 2.271, 3.633)
H (3.614, 0.867, 2.573)
H (3.075, 0.753, 5.593)
H (4.604, 0.342, 4.816)
H (3.166, -0.641, 4.506)
H (-3.008, 1.251, -0.277)
H (-5.454, 1.393, 0.121)
H (-6.361, 0.896, 2.362)
H (-4.835, 0.285, 4.207)
H (-2.392, 0.182, 3.806)
C (-2.991, -0.998, -4.908)
N (-2.066, -0.801, -3.789)
C (-2.519, -0.038, -2.627)
C (-0.847, -1.331, -3.761)
C (-0.319, -2.102, -4.937)
O (-0.105, -1.195, -2.765)
H (-3.960, -0.602, -4.620)
H (-3.119, -2.054, -5.136)
H (-2.656, -0.469, -5.799)
H (-3.401, 0.530, -2.905)
H (-1.744, 0.651, -2.298)
H (-2.767, -0.695, -1.792)
H (-0.981, -2.134, -5.794)
H (-0.101, -3.120, -4.616)
H (0.626, -1.644, -5.232)

Computed properties:
- Spin multiplicity: 1
- ΔE to the lowest compared entry with this formula, charge and spin: 0.2 kcal per mole
- Net charge: +1
- Kohn-Sham gap: 0.3175 hartree
- Molecular weight: 536.6 g mol⁻¹
- Lowest unoccupied orbital energy: -2.119 eV



Entry from the Open Molecules 2025 dataset: C23H37O3Ru as an isolated structure at a distorted geometry (ωB97M-V/def2-TZVPD).

Positions of all 64 atoms, in Å:
O (-0.874, -0.356, -2.572)
C (-1.012, 0.895, -3.385)
C (-0.431, 0.359, -4.671)
H (-0.419, 1.701, -2.924)
H (-2.042, 1.234, -3.571)
C (-0.381, -0.924, -3.866)
H (0.555, 0.786, -4.910)
H (-1.094, 0.328, -5.544)
C (1.021, -1.504, -3.808)
H (1.681, -0.973, -3.113)
H (1.491, -1.539, -4.810)
H (0.953, -2.520, -3.434)
C (-1.416, -1.825, -4.478)
H (-2.378, -1.316, -4.461)
H (-1.492, -2.730, -3.888)
H (-1.185, -2.101, -5.515)
Ru (-1.178, -0.974, -0.128)
C (-2.787, -0.809, 1.471)
C (-1.876, 0.318, 1.301)
C (-2.147, 0.911, -0.004)
H (-1.287, 0.811, 2.061)
C (-3.246, 0.180, -0.578)
C (-3.651, -0.839, 0.348)
H (-4.547, -1.480, 0.306)
H (-2.818, -1.471, 2.338)
H (-1.733, 1.843, -0.371)
H (-3.721, 0.408, -1.527)
C (0.725, -1.013, 2.340)
C (-0.001, -1.885, 1.198)
C (0.855, -1.884, 0.014)
H (-0.420, -2.846, 1.512)
C (2.000, -1.077, 0.372)
C (1.727, -0.328, 1.509)
H (2.231, 0.565, 1.865)
H (1.220, -1.812, 2.919)
H (0.807, -2.618, -0.825)
H (2.958, -1.110, -0.169)
O (2.780, 1.423, -2.663)
C (2.372, 0.888, -1.431)
C (1.298, 1.770, -0.744)
H (3.250, 0.782, -0.760)
H (2.007, -0.105, -1.696)
C (1.321, 3.070, -1.540)
H (1.441, 1.973, 0.319)
H (0.328, 1.265, -0.736)
C (2.299, 2.774, -2.718)
H (1.692, 3.890, -0.895)
H (0.334, 3.336, -1.922)
H (3.198, 3.421, -2.661)
H (1.821, 2.811, -3.708)
C (1.397, -0.479, 5.139)
C (-0.001, -0.163, 4.640)
C (-1.068, -1.173, 5.039)
C (-0.379, 1.247, 5.160)
O (-0.003, -0.106, 3.179)
H (1.487, -0.395, 6.236)
H (2.105, 0.241, 4.698)
H (1.711, -1.487, 4.832)
H (-1.041, -1.394, 6.119)
H (-2.060, -0.757, 4.795)
H (-0.953, -2.114, 4.482)
H (0.330, 1.984, 4.748)
H (-1.394, 1.519, 4.822)
H (-0.362, 1.377, 6.264)

Computed properties:
- Spin multiplicity: 5
- ΔE to the lowest compared entry with this formula, charge and spin: 10.3 kcal per mole
- Net charge: +1
- Kohn-Sham gap (spin up / spin down): 0.2650 / 0.2414 hartree
- Molecular weight: 462.6 g mol⁻¹
- Lowest unoccupied orbital energy (spin up / spin down): -2.940 / -5.304 eV



Entry from the Open Molecules 2025 dataset: C23H38Cl2N3O4Pt as an isolated structure at a distorted geometry (ωB97M-V/def2-TZVPD).

Positions of all 71 atoms, in Å:
O (-2.283, -1.500, -0.804)
C (-2.643, -2.709, -0.989)
C (-3.712, -2.889, -1.940)
C (-4.477, -1.763, -2.332)
H (-4.282, -0.790, -1.884)
C (-5.468, -1.914, -3.295)
H (-6.085, -1.048, -3.555)
C (-5.659, -3.156, -3.912)
H (-6.420, -3.251, -4.681)
C (-4.890, -4.269, -3.540)
H (-5.069, -5.232, -4.028)
C (-3.911, -4.134, -2.565)
H (-3.275, -4.966, -2.267)
H (-2.102, -3.544, -0.539)
C (-2.168, -2.298, 1.998)
C (-0.794, -2.298, 1.439)
H (-2.148, -2.326, 3.096)
H (-2.701, -3.193, 1.646)
H (-2.705, -1.400, 1.684)
C (0.299, -2.792, 2.035)
C (0.393, -3.153, 3.485)
H (1.185, -2.891, 1.421)
H (-0.254, -3.995, 3.764)
H (0.127, -2.307, 4.136)
H (1.425, -3.430, 3.721)
Pt (-0.401, -1.215, -0.255)
Cl (-1.081, 0.650, 1.032)
Cl (0.288, -3.062, -1.510)
H (-2.343, 2.078, -4.410)
H (-1.926, 3.814, -3.234)
C (-1.934, 1.294, -3.766)
C (-1.436, 3.335, -2.387)
N (-1.136, 1.952, -2.742)
H (-1.294, 0.612, -4.339)
C (-0.413, 1.202, -1.919)
O (-0.392, -0.066, -2.057)
H (-0.502, 3.852, -2.138)
H (0.120, 1.731, -1.118)
H (-2.755, 0.708, -3.321)
H (-2.091, 3.387, -1.503)
H (5.327, -0.814, 0.116)
H (5.283, -1.354, -2.218)
C (4.304, -1.145, 0.315)
C (4.299, -1.817, -2.095)
N (3.612, -1.211, -0.961)
H (3.785, -0.443, 0.976)
C (2.316, -0.962, -1.043)
O (1.621, -0.714, -0.002)
H (3.687, -1.651, -2.986)
H (1.880, -1.036, -2.048)
H (4.346, -2.138, 0.787)
H (4.430, -2.901, -1.955)
O (1.637, 2.494, -0.039)
C (1.975, 2.731, 1.125)
C (2.951, 3.857, 1.470)
C (2.270, 4.959, 2.271)
C (2.337, 4.713, 3.782)
C (1.530, 3.504, 4.246)
C (1.931, 2.185, 3.575)
N (1.506, 2.033, 2.191)
H (3.807, 3.444, 2.021)
H (3.307, 4.259, 0.519)
H (2.760, 5.912, 2.042)
H (1.218, 5.070, 1.967)
H (3.387, 4.576, 4.072)
H (1.965, 5.600, 4.308)
H (1.685, 3.374, 5.323)
H (0.458, 3.682, 4.086)
H (3.028, 2.080, 3.621)
H (1.496, 1.346, 4.138)
H (0.773, 1.344, 1.971)

Computed properties:
- Spin multiplicity: 3
- ΔE to the lowest compared entry with this formula, charge and spin: 5.0 kcal per mole
- Net charge: -1
- Kohn-Sham gap (spin up / spin down): 0.1468 / 0.2572 hartree
- Molecular weight: 686.6 g mol⁻¹
- Lowest unoccupied orbital energy (spin up / spin down): 2.458 / 2.455 eV



Entry from the Open Molecules 2025 dataset: C23H38N4OPS4Y as an isolated structure at a distorted geometry (ωB97M-V/def2-TZVPD).

Positions of all 72 atoms, in Å:
Y (-1.552, -1.657, -0.450)
S (-5.328, -3.265, 1.913)
C (-3.976, -2.841, 1.093)
S (-2.592, -2.174, 1.908)
S (-3.862, -3.001, -0.639)
C (-4.755, 1.712, -1.853)
S (-4.337, -0.022, -1.401)
O (-2.831, 0.050, -1.322)
C (-4.857, 0.164, 0.315)
C (-3.986, 0.742, 1.224)
C (-4.390, 0.892, 2.539)
C (-5.644, 0.451, 2.933)
C (-6.500, -0.140, 2.018)
C (-6.109, -0.283, 0.697)
H (-4.355, 2.376, -1.094)
H (-5.831, 1.809, -1.910)
H (-4.305, 1.925, -2.815)
H (-2.996, 1.058, 0.899)
H (-3.719, 1.346, 3.252)
H (-5.945, 0.560, 3.963)
H (-7.460, -0.512, 2.338)
H (-6.752, -0.766, -0.026)
N (0.330, -1.786, -1.310)
P (1.333, -0.812, -0.639)
N (1.702, -0.973, 1.023)
C (0.758, -0.451, 1.992)
C (1.371, -0.530, 3.392)
C (1.707, -1.980, 3.725)
C (2.627, -2.547, 2.648)
C (1.982, -2.377, 1.279)
N (2.843, -0.964, -1.333)
C (4.120, -0.571, -0.792)
C (4.852, 0.381, -1.740)
C (4.977, -0.251, -3.124)
C (3.596, -0.666, -3.630)
C (2.945, -1.608, -2.620)
N (0.874, 0.838, -0.674)
C (0.259, 1.262, -1.920)
C (-0.628, 2.478, -1.660)
C (0.200, 3.610, -1.055)
C (0.920, 3.102, 0.193)
C (1.756, 1.871, -0.164)
H (-0.191, -1.038, 1.990)
H (0.507, 0.582, 1.734)
H (0.668, -0.128, 4.123)
H (2.282, 0.073, 3.413)
H (0.783, -2.564, 3.751)
H (2.179, -2.049, 4.707)
H (2.818, -3.604, 2.832)
H (3.582, -2.017, 2.667)
H (1.047, -2.972, 1.233)
H (2.643, -2.731, 0.484)
H (4.735, -1.473, -0.656)
H (3.976, -0.105, 0.184)
H (5.838, 0.607, -1.330)
H (4.300, 1.318, -1.820)
H (5.619, -1.133, -3.062)
H (5.442, 0.451, -3.820)
H (3.671, -1.155, -4.603)
H (2.968, 0.221, -3.742)
H (3.546, -2.524, -2.532)
H (1.935, -1.889, -2.924)
H (-0.335, 0.423, -2.310)
H (1.024, 1.519, -2.670)
H (-1.420, 2.177, -0.970)
H (-1.086, 2.795, -2.598)
H (-0.441, 4.460, -0.812)
H (0.938, 3.950, -1.786)
H (0.180, 2.826, 0.947)
H (1.559, 3.880, 0.615)
H (2.291, 1.490, 0.706)
H (2.497, 2.160, -0.924)

Computed properties:
- Spin multiplicity: 1
- ΔE to the lowest compared entry with this formula, charge and spin: 11.4 kcal per mole
- Kohn-Sham gap: 0.2735 hartree
- Molecular weight: 634.7 g mol⁻¹
- Lowest unoccupied orbital energy: 0.283 eV



Entry from the Open Molecules 2025 dataset: a 4-piece molecular cluster, C23H39BN4O6P overall at a distorted geometry (ωB97M-V/def2-TZVPD).

Positions of all 74 atoms, in Å:
C (-0.156, 3.929, 5.721)
C (-0.303, 2.398, 5.797)
B (0.644, 1.657, 4.822)
O (1.893, 2.036, 4.453)
P (0.051, -0.044, 3.962)
C (1.460, -1.167, 3.788)
C (1.157, -2.568, 4.323)
O (0.224, -2.807, 5.018)
O (2.010, -3.548, 3.939)
C (3.340, -3.242, 3.607)
C (3.778, -3.829, 2.306)
O (3.991, -2.572, 4.339)
O (-0.722, 0.218, 2.610)
C (-0.105, -0.053, 1.304)
C (-0.900, 0.631, 0.205)
N (-0.214, 0.477, -1.064)
C (0.957, 1.332, -1.240)
C (2.083, 0.592, -1.930)
C (3.334, 1.452, -2.002)
O (2.325, -0.606, -1.167)
H (-0.519, 4.302, 4.764)
H (0.883, 4.236, 5.829)
H (-0.737, 4.404, 6.508)
H (-0.006, 2.068, 6.808)
H (-1.346, 2.095, 5.680)
H (2.520, 2.170, 5.174)
H (-0.855, -0.668, 4.819)
H (2.275, -0.750, 4.385)
H (1.827, -1.209, 2.761)
H (4.697, -4.390, 2.470)
H (4.030, -2.995, 1.647)
H (3.018, -4.446, 1.839)
H (-0.082, -1.133, 1.150)
H (0.922, 0.317, 1.302)
H (-1.034, 1.690, 0.434)
H (-1.896, 0.193, 0.139)
H (0.060, -0.492, -1.175)
H (0.695, 2.196, -1.856)
H (1.345, 1.711, -0.283)
H (1.783, 0.313, -2.946)
H (3.807, 1.460, -1.017)
H (3.070, 2.486, -2.228)
H (4.035, 1.097, -2.756)
H (3.134, -1.004, -1.501)
N (1.077, -0.044, -5.919)
C (1.595, -0.360, -7.145)
C (1.784, 0.806, -7.836)
C (1.358, 1.870, -6.996)
C (0.924, 1.314, -5.822)
H (0.817, -0.705, -5.209)
H (1.783, -1.384, -7.422)
H (2.178, 0.888, -8.835)
H (1.362, 2.921, -7.232)
H (0.516, 1.765, -4.934)
N (-1.037, -3.369, -4.485)
C (-1.953, -3.443, -5.499)
C (-2.796, -2.371, -5.385)
C (-2.376, -1.618, -4.255)
C (-1.290, -2.259, -3.720)
H (-0.300, -4.030, -4.326)
H (-1.926, -4.247, -6.214)
H (-3.623, -2.149, -6.038)
H (-2.819, -0.711, -3.881)
H (-0.678, -2.019, -2.867)
N (-6.026, 1.504, 1.783)
C (-6.036, 0.882, 2.999)
C (-4.742, 0.571, 3.321)
C (-3.920, 1.027, 2.253)
C (-4.745, 1.599, 1.319)
H (-6.840, 1.838, 1.301)
H (-6.957, 0.712, 3.530)
H (-4.426, 0.069, 4.221)
H (-2.850, 0.941, 2.184)
H (-4.530, 2.062, 0.371)

Computed properties:
- Spin multiplicity: 1
- Net charge: +1
- Kohn-Sham gap: 0.2106 hartree
- Molecular weight: 509.4 g mol⁻¹
- Lowest unoccupied orbital energy: -3.990 eV